(1)
A molecular structure, C24H36IrN8PS4Te. Source: the OMol25 dataset; level of theory: the ωB97M-V functional and the def2-TZVPD basis.

The geometry in XYZ format:
```
75
Properties=species:S:1:pos:R:3:forces:R:3:lowdin_charge:R:1
Ir 0.431 -0.079 0.232 -0.011 -0.280 0.201 0.22
S 0.704 -0.947 2.445 -0.126 -0.054 0.105 0.50
C -0.860 -1.658 2.818 -0.071 0.217 0.151 -0.67
C -0.970 -2.474 3.936 -0.096 0.090 0.132 -0.09
C -2.174 -3.089 4.232 0.047 0.110 0.051 -0.20
C -2.254 -3.984 5.349 -0.046 -0.033 -0.019 -0.17
N -2.295 -4.723 6.228 0.023 0.017 0.001 0.19
C -3.279 -2.866 3.392 -0.022 0.034 -0.068 -0.17
C -3.165 -2.045 2.285 -0.025 -0.011 0.082 -0.04
C -1.950 -1.427 1.974 0.052 0.194 0.137 -0.66
S -1.847 -0.389 0.585 -0.161 -0.211 -0.235 0.63
C -4.537 -3.507 3.661 0.009 -0.046 0.059 -0.16
N -5.540 -4.022 3.875 0.005 0.013 -0.041 0.20
H -0.109 -2.653 4.567 -0.005 0.002 -0.001 0.13
H -4.024 -1.889 1.646 0.002 -0.006 -0.005 0.13
C 3.238 3.862 3.804 0.003 -0.011 0.014 0.01
C 3.596 2.865 2.770 0.132 -0.011 -0.068 -0.30
N 4.795 2.541 2.404 -0.126 -0.031 -0.032 0.15
N 4.609 1.599 1.430 0.093 0.127 0.093 0.05
C 3.327 1.337 1.187 0.267 -0.061 -0.103 -0.67
S 2.773 0.280 -0.016 0.285 -0.305 -0.031 0.58
N 2.663 2.141 2.041 -0.272 0.086 0.242 -0.07
N 1.282 2.168 2.134 0.784 -0.463 0.305 0.06
H 4.152 4.313 4.180 0.001 -0.003 0.007 0.09
H 2.708 3.395 4.634 0.000 -0.011 -0.008 0.09
H 2.600 4.642 3.388 -0.007 -0.019 -0.017 0.09
H 5.398 1.183 0.964 0.014 0.017 0.030 0.16
H 0.990 1.929 3.072 0.031 0.017 0.085 0.10
H 0.866 3.044 1.813 0.114 0.259 0.322 0.03
Te 1.393 -2.596 0.677 -0.035 -0.224 -0.407 1.17
C -0.156 -3.927 0.973 0.064 -0.098 0.051 -0.94
C -1.212 -4.149 0.126 -0.001 0.032 0.031 -0.22
C -2.020 -5.232 0.538 -0.016 -0.031 0.026 -0.16
C -1.564 -5.813 1.688 -0.035 0.018 -0.001 -0.37
S -0.156 -5.059 2.269 0.147 -0.190 -0.193 1.00
H -1.406 -3.549 -0.750 0.005 0.027 -0.039 0.09
H -2.900 -5.569 0.009 0.002 0.004 0.010 0.11
H -1.995 -6.646 2.222 0.004 0.005 0.007 0.08
C 0.936 -0.174 -4.660 0.022 -0.006 -0.043 -0.09
C 1.378 -0.180 -3.192 0.031 0.011 -0.005 -0.51
C 1.821 -1.595 -2.824 -0.053 0.012 -0.013 -0.15
P 0.185 0.588 -1.989 -0.066 0.112 -0.153 0.88
C -1.553 0.315 -2.557 0.055 0.001 0.016 -0.56
C -2.081 1.109 -3.751 -0.025 -0.001 -0.039 -0.09
C -1.832 -1.178 -2.718 -0.062 -0.074 -0.017 -0.13
C 0.449 2.419 -2.213 -0.017 -0.015 0.013 -0.52
C 0.665 2.917 -3.645 0.014 0.026 -0.032 -0.10
C 1.591 2.960 -1.353 -0.055 0.125 -0.010 -0.16
H 1.746 -0.592 -5.261 -0.004 0.011 -0.012 0.09
H 0.720 0.815 -5.052 -0.015 -0.035 0.023 0.05
H 0.063 -0.806 -4.818 0.044 0.011 0.000 0.07
H 2.253 0.476 -3.098 0.012 -0.026 0.009 0.10
H 0.985 -2.298 -2.840 0.007 0.029 0.015 0.08
H 2.286 -1.646 -1.843 0.031 0.028 -0.019 -0.04
H 2.558 -1.937 -3.553 -0.013 -0.010 -0.013 0.09
H -2.116 0.653 -1.680 -0.008 0.000 -0.046 0.04
H -1.530 0.914 -4.670 -0.030 -0.022 0.027 0.07
H -2.082 2.183 -3.569 0.007 -0.007 0.004 0.07
H -3.117 0.810 -3.926 -0.006 0.016 0.008 0.09
H -1.423 -1.569 -3.651 -0.004 0.004 0.023 0.07
H -2.910 -1.348 -2.733 0.010 -0.008 -0.003 0.09
H -1.420 -1.745 -1.886 0.031 -0.037 -0.001 0.01
H -0.493 2.839 -1.843 -0.003 0.011 0.038 0.09
H 1.625 2.578 -4.038 -0.011 0.007 0.017 0.08
H 0.694 4.008 -3.631 0.011 0.003 -0.001 0.09
H -0.116 2.623 -4.340 0.032 0.011 0.034 0.05
H 2.551 2.554 -1.677 -0.023 0.035 0.000 0.06
H 1.460 2.715 -0.301 -0.053 0.036 -0.083 0.00
H 1.645 4.046 -1.472 -0.014 -0.001 0.021 0.09
N -0.483 3.930 1.263 -0.672 0.224 -0.259 -0.07
N -1.032 2.667 0.831 -0.319 0.455 -0.421 -0.09
H -1.212 4.537 1.628 0.098 0.078 0.037 0.10
H -0.099 4.388 0.445 0.016 0.027 -0.118 0.08
H -1.812 2.824 0.196 -0.077 -0.081 0.106 0.08
H -1.415 2.193 1.639 0.085 -0.120 0.021 0.05
```
Forces are in eV/Å.

The total charge is +1. The calculation puts the HOMO-LUMO gap (spin up / spin down) at 0.237 / 0.228 hartree. Its expectation value of S² is 0.786. The energy above the lowest of the compared OMol25 structures with the same formula, charge and spin comes out at 0.430 eV. As for the spin multiplicity: 2. As for the strongest force on any atom: 0.019 hartree/bohr. The molar mass is 915.67 g/mol.

***

(2)
A molecular structure, C4H9ClOSi in a non-equilibrium geometry. Source: the OMol25 dataset; level of theory: the ωB97M-V functional and the def2-TZVPD basis.

The geometry in XYZ format:
```
16
Properties=species:S:1:pos:R:3:forces:R:3:lowdin_charge:R:1
C 1.283 -0.382 -1.381 -1.640 -9.799 -1.574 -0.71
C -1.127 1.116 -0.973 -1.096 -3.949 -1.354 -0.17
C -0.673 -1.724 0.852 -2.603 3.162 -1.533 -0.16
C 0.897 1.021 1.327 -1.886 -3.655 -0.037 -0.16
O 1.196 -2.084 -1.878 0.509 8.172 2.582 -0.34
Si 0.021 -0.117 0.011 0.137 0.877 0.663 0.58
Cl 1.851 0.580 -2.520 0.931 1.096 -1.009 0.81
H -1.687 1.518 -0.224 -1.292 1.878 2.264 -0.03
H -0.449 1.781 -1.423 0.429 1.121 -0.744 -0.02
H -2.002 0.732 -1.662 2.290 0.388 0.824 0.09
H -1.484 -1.449 1.639 1.156 -0.583 -1.666 0.07
H -0.982 -2.310 -0.027 -0.387 -0.093 0.680 0.03
H 0.093 -2.194 1.322 2.357 -1.501 1.417 -0.03
H 1.410 1.832 0.998 1.180 2.611 -1.123 -0.01
H 0.092 1.238 1.996 -0.599 0.793 0.492 0.02
H 1.561 0.442 1.944 0.515 -0.517 0.118 0.03
```
Forces are in eV/Å.

The calculation puts the HOMO-LUMO gap (spin up / spin down) at 0.300 / 0.300 hartree. The energy above the lowest of the compared OMol25 structures with the same formula, charge and spin comes out at 7.151 eV. As for the strongest force on any atom: 0.196 hartree/bohr. The molar mass is 136.65 g/mol.

***

(3)
A molecular structure, BeH26O17S in a non-equilibrium geometry. Source: the OMol25 dataset; level of theory: the ωB97M-V functional and the def2-TZVPD basis.

The geometry in XYZ format:
```
45
Properties=species:S:1:pos:R:3:forces:R:3:lowdin_charge:R:1
Be -7.704 -2.842 16.706 -0.516 -0.007 0.361 0.07
S -5.799 -1.959 14.696 2.470 0.413 -3.055 0.45
O -5.368 -0.678 15.144 -0.352 1.456 -0.004 -0.31
O -6.514 -1.951 13.425 0.472 -0.109 1.114 -0.33
O -4.586 -2.735 14.645 0.217 -0.760 -0.075 -0.30
O -6.749 -2.479 15.616 -2.640 -2.051 3.344 -0.16
O -5.312 -4.988 13.615 -0.883 -2.073 1.583 -0.03
H -5.647 -4.901 12.747 -0.025 0.608 -1.746 0.02
H -4.834 -4.198 13.868 0.129 0.208 -0.092 -0.03
O -2.741 -3.760 13.058 0.424 0.108 -0.689 -0.05
H -2.865 -3.274 12.234 0.224 -0.269 -0.180 0.05
H -3.300 -3.247 13.640 0.116 0.265 0.420 -0.03
O -3.986 -4.595 16.416 -0.328 0.316 0.045 -0.04
H -3.062 -4.653 16.587 1.262 -0.883 0.735 0.03
H -3.917 -3.803 15.871 -0.917 0.245 -0.268 -0.01
O -2.989 0.175 15.779 0.026 1.000 -0.672 -0.07
H -2.904 0.930 15.162 0.331 -0.503 0.542 0.05
H -3.877 -0.136 15.529 0.679 -0.385 0.170 -0.03
O -7.082 -0.294 11.713 -2.296 -0.465 -0.744 -0.05
H -6.192 -0.012 11.704 1.434 0.332 0.205 0.01
H -7.115 -1.141 12.195 0.415 1.498 -0.656 -0.03
O -5.600 0.879 17.056 -1.033 0.494 1.212 -0.07
H -4.752 1.163 17.390 0.424 -0.275 -0.299 0.03
H -5.517 0.284 16.295 0.273 0.299 1.125 -0.06
O -9.017 -2.711 13.438 -2.514 -1.521 0.349 0.00
H -8.147 -2.381 13.355 2.177 0.836 -0.130 -0.03
H -8.986 -3.605 13.065 -0.004 0.366 -0.026 0.08
O -7.352 -4.267 17.459 0.102 0.149 -0.212 0.07
H -7.324 -4.891 16.681 -0.064 -0.337 0.099 0.10
H -7.853 -4.630 18.201 0.060 -0.123 -0.393 0.13
O -5.890 -3.243 11.425 0.525 -2.211 -3.062 -0.02
H -6.775 -3.261 11.057 -0.027 0.201 -0.202 0.05
H -5.955 -2.807 12.235 -0.199 1.271 1.982 -0.08
O -7.748 -1.708 17.903 -0.424 0.124 0.916 0.12
H -8.493 -1.112 18.077 0.350 0.037 -0.198 0.15
H -7.331 -1.902 18.759 0.123 0.225 -0.358 0.15
O -6.088 1.628 14.347 1.346 -0.755 0.659 -0.12
H -5.488 2.353 14.632 -0.704 -0.920 -0.115 0.04
H -5.726 0.747 14.763 -1.145 2.915 -1.712 -0.01
O -9.275 -3.006 16.051 0.956 -0.651 2.061 0.09
H -9.049 -3.086 15.128 0.075 -0.075 -2.466 0.03
H -10.009 -2.419 16.075 -0.920 0.900 0.124 0.11
O -7.642 -5.224 14.988 0.583 0.293 0.367 -0.04
H -8.269 -5.782 14.555 -0.742 -0.704 -0.162 0.06
H -6.801 -5.346 14.472 0.539 0.520 0.101 0.05
```
Forces are in eV/Å.

The calculation puts the HOMO-LUMO gap at 0.298 hartree. The energy above the lowest of the compared OMol25 structures with the same formula, charge and spin comes out at 0.000 eV. As for the strongest force on any atom: 0.092 hartree/bohr. The molar mass is 339.27 g/mol.

***

(4)
A molecular structure, C60H57O5P2RuSSi2. Source: the OMol25 dataset; level of theory: the ωB97M-V functional and the def2-TZVPD basis.

The geometry in XYZ format:
```
128
Properties=species:S:1:pos:R:3:forces:R:3:lowdin_charge:R:1
Ru -0.052 0.055 -0.067 0.001 -0.323 0.251 0.95
O -3.599 1.988 -0.382 0.521 -0.063 0.305 -0.47
S -2.318 1.761 0.358 -0.129 -0.021 -0.345 0.89
C -1.735 3.397 0.820 -0.457 0.136 0.094 -0.37
C -2.685 4.332 1.233 0.114 -0.058 0.032 -0.06
C -2.293 5.624 1.517 0.021 0.092 0.009 -0.06
C -0.955 5.983 1.369 -0.032 -0.052 -0.008 -0.06
C -0.031 5.058 0.917 0.025 0.010 0.076 -0.07
C -0.404 3.741 0.624 0.199 0.064 -0.037 -0.34
P 0.772 2.532 -0.143 0.037 0.213 0.102 1.05
C 0.885 3.203 -1.845 -0.055 -0.094 0.024 -0.36
C 1.984 2.888 -2.647 0.010 -0.026 0.037 -0.12
C 2.040 3.333 -3.960 -0.098 0.112 0.011 -0.08
C 0.992 4.079 -4.493 0.213 0.029 0.136 -0.10
C -0.117 4.365 -3.713 0.064 0.072 0.186 -0.08
C -0.171 3.927 -2.395 -0.077 0.068 -0.138 -0.07
C 2.388 3.016 0.588 -0.007 0.086 -0.100 -0.34
C 3.082 4.158 0.182 0.034 -0.006 -0.081 -0.10
C 4.297 4.497 0.759 -0.024 -0.053 -0.003 -0.07
C 4.847 3.690 1.748 -0.002 0.011 0.013 -0.08
C 4.182 2.539 2.143 -0.116 0.036 -0.036 -0.08
C 2.965 2.205 1.560 0.031 0.081 0.110 -0.11
C -2.810 1.196 2.009 -0.258 0.233 -0.116 -0.35
C -4.121 1.529 2.332 0.058 -0.046 0.126 -0.09
C -4.615 1.245 3.592 -0.091 0.022 0.016 -0.06
C -3.795 0.634 4.532 0.031 -0.003 -0.020 -0.06
C -2.508 0.263 4.181 -0.110 -0.035 0.018 -0.08
C -1.996 0.506 2.904 0.099 -0.029 0.025 -0.33
P -0.359 -0.220 2.454 -0.121 -0.053 0.018 1.08
C -0.538 -1.967 2.997 0.065 0.094 0.164 -0.33
C -0.740 -2.961 2.047 -0.021 -0.116 0.023 -0.10
C -0.921 -4.284 2.444 0.030 0.130 -0.073 -0.07
C -0.886 -4.627 3.783 -0.005 -0.050 0.068 -0.07
C -0.661 -3.643 4.742 0.001 0.017 -0.064 -0.07
C -0.487 -2.327 4.349 0.003 -0.036 0.030 -0.11
C 0.747 0.456 3.744 -0.077 -0.034 -0.148 -0.39
C 1.879 -0.268 4.123 0.179 0.026 0.085 -0.11
C 2.757 0.247 5.069 -0.067 -0.039 -0.138 -0.08
C 2.524 1.498 5.629 0.047 0.014 -0.003 -0.09
C 1.420 2.236 5.231 -0.112 -0.040 -0.132 -0.07
C 0.534 1.716 4.290 0.058 0.197 0.117 -0.09
H -3.725 4.037 1.311 0.089 0.012 -0.013 0.11
H -3.026 6.354 1.843 0.063 -0.040 -0.021 0.11
H -0.635 6.996 1.589 -0.018 -0.052 -0.009 0.11
H 0.997 5.369 0.789 -0.003 -0.034 -0.010 0.09
H 2.789 2.280 -2.244 -0.061 0.071 -0.008 0.10
H 2.899 3.086 -4.573 -0.031 0.006 0.027 0.11
H 1.036 4.422 -5.520 0.006 -0.036 0.037 0.11
H -0.950 4.921 -4.128 0.056 -0.049 0.034 0.11
H -1.055 4.143 -1.805 0.035 0.026 -0.015 0.11
H 2.690 4.775 -0.618 -0.044 -0.003 0.011 0.11
H 4.821 5.386 0.426 -0.024 -0.033 0.015 0.10
H 5.798 3.953 2.197 -0.025 -0.015 -0.019 0.10
H 4.613 1.885 2.891 -0.023 0.018 0.014 0.10
H 2.483 1.282 1.837 -0.127 -0.094 0.111 0.08
H -4.741 1.988 1.570 0.040 -0.034 0.048 0.11
H -5.639 1.502 3.841 0.075 -0.028 -0.006 0.11
H -4.164 0.420 5.528 0.022 0.012 -0.053 0.11
H -1.897 -0.250 4.911 -0.018 0.015 -0.022 0.10
H -0.756 -2.712 0.995 0.064 0.076 -0.022 0.05
H -1.094 -5.043 1.690 0.022 0.019 0.016 0.09
H -1.026 -5.658 4.087 0.009 0.062 -0.021 0.11
H -0.619 -3.902 5.793 0.002 0.010 -0.046 0.10
H -0.283 -1.584 5.110 -0.002 -0.008 -0.036 0.10
H 2.069 -1.245 3.691 -0.013 0.042 0.015 0.11
H 3.623 -0.332 5.368 -0.038 0.021 -0.012 0.11
H 3.207 1.898 6.369 -0.028 -0.018 -0.035 0.10
H 1.240 3.217 5.652 0.001 -0.034 -0.015 0.11
H -0.330 2.300 3.989 0.028 -0.033 0.024 0.11
C 1.554 -6.750 -0.227 0.189 0.057 -0.021 -0.06
O 2.803 -6.108 0.007 -0.241 -0.281 0.019 -0.07
C 2.822 -4.759 -0.038 0.068 -0.029 -0.056 -0.28
C 4.089 -4.180 0.226 -0.128 -0.098 -0.022 -0.01
C 4.201 -2.829 0.158 0.006 0.272 -0.046 -0.04
C 3.098 -1.982 -0.141 0.340 -0.037 0.153 -0.11
C 3.294 -0.571 -0.314 -0.034 -0.010 -0.171 -0.38
C 4.681 0.030 -0.260 0.181 -0.072 0.025 -0.01
O 2.361 0.206 -0.567 -0.091 0.257 0.014 -0.15
C 1.820 -2.570 -0.371 -0.439 0.147 -0.217 -0.34
O 0.750 -1.900 -0.657 0.311 -0.391 0.231 -0.25
C 1.726 -3.989 -0.334 0.039 0.092 0.034 0.05
H 1.734 -7.813 -0.102 0.021 -0.016 -0.005 0.09
H 1.192 -6.554 -1.239 0.018 0.020 0.003 0.10
H 0.804 -6.419 0.493 -0.027 0.023 0.049 0.08
H 4.931 -4.822 0.452 -0.094 0.030 -0.017 0.11
H 5.178 -2.387 0.329 -0.129 0.000 -0.010 0.11
H 5.301 -0.369 -1.069 -0.061 0.018 0.075 0.10
H 5.185 -0.199 0.685 -0.053 0.020 -0.088 0.09
H 4.600 1.110 -0.361 0.004 -0.059 -0.036 0.07
H 0.758 -4.411 -0.562 0.039 -0.014 0.017 0.10
C -2.393 -3.603 -0.809 0.195 -0.358 -0.096 -0.15
Si -3.110 -1.928 -0.381 0.513 0.661 -0.091 0.25
C -4.324 -1.487 -1.714 -0.295 0.315 -0.360 -0.17
C -4.091 -2.065 1.188 -0.272 0.034 0.525 -0.15
O -1.979 -0.735 -0.215 -0.147 -0.649 -0.156 -0.58
H -2.862 -4.006 -1.716 0.094 0.065 0.121 0.03
H -2.558 -4.329 -0.003 0.046 0.089 -0.104 0.02
H -1.316 -3.522 -0.998 -0.113 -0.020 -0.053 0.01
H -5.149 -2.214 -1.713 0.097 0.122 -0.034 0.04
H -3.868 -1.501 -2.712 -0.085 0.009 0.143 0.01
H -4.742 -0.482 -1.548 0.088 -0.254 -0.040 0.03
H -4.842 -2.865 1.113 0.139 0.144 0.021 0.04
H -4.621 -1.120 1.378 0.081 -0.215 0.002 0.03
H -3.455 -2.278 2.057 -0.129 0.028 -0.103 0.02
C -0.273 -4.635 -4.754 0.009 0.019 0.006 -0.10
C 0.978 -4.164 -4.368 -0.071 0.199 0.076 -0.09
C 1.113 -2.860 -3.899 0.014 -0.280 0.023 -0.11
C 0.004 -2.011 -3.811 -0.049 -0.197 -0.052 -0.33
C -1.245 -2.503 -4.196 -0.140 -0.138 -0.077 -0.10
C -1.384 -3.804 -4.668 0.048 0.075 0.077 -0.09
Si 0.199 -0.290 -3.176 0.131 0.088 -0.143 0.82
C -0.973 0.892 -4.008 -0.076 0.279 -0.278 -0.33
C -2.222 1.230 -3.479 -0.028 0.120 -0.016 -0.11
C -3.060 2.119 -4.151 0.079 -0.075 0.140 -0.07
C -2.658 2.680 -5.356 0.128 -0.059 -0.057 -0.10
C -1.409 2.366 -5.890 -0.190 -0.131 0.101 -0.11
C -0.571 1.487 -5.216 -0.241 -0.120 0.022 -0.12
H -0.381 -5.650 -5.125 0.008 0.076 0.032 0.10
H 1.846 -4.811 -4.431 -0.020 0.032 0.002 0.10
H 2.092 -2.503 -3.586 -0.105 -0.035 -0.048 0.10
H -2.123 -1.861 -4.130 0.168 -0.094 -0.045 0.09
H -2.361 -4.170 -4.964 0.036 0.013 0.005 0.10
H 1.579 0.152 -3.477 0.162 -0.048 0.015 -0.02
H -2.537 0.824 -2.519 0.012 0.008 -0.153 0.07
H -4.020 2.379 -3.714 0.077 -0.031 -0.045 0.11
H -3.308 3.373 -5.876 0.001 -0.024 0.005 0.10
H -1.090 2.811 -6.825 -0.014 -0.002 0.025 0.10
H 0.409 1.264 -5.633 -0.114 -0.018 0.056 0.10
```
Forces are in eV/Å.

The calculation puts the HOMO-LUMO gap (spin up / spin down) at 0.223 / 0.244 hartree. Its expectation value of S² is 8.773. The energy above the lowest of the compared OMol25 structures with the same formula, charge and spin comes out at 1.441 eV. As for the spin multiplicity: 6. As for the strongest force on any atom: 0.016 hartree/bohr. The molar mass is 1109.37 g/mol.